(1)
{"formula": "H12O6", "method": "wB97M-V/def2-TZVPD", "total_charge": 0, "spin_multiplicity": 1, "smiles": "O.O.O.O.O.O", "homo_ev": -10.6644, "species": ["O", "H", "H", "O", "H", "H", "O", "H", "H", "O", "H", "H", "O", "H", "H", "O", "H", "H"], "positions_angstrom": [[-0.40289, 0.71853, 0.53220], [-0.73253, 0.22785, 1.25707], [0.42400, 0.37296, 0.23261], [3.38214, -1.04394, 1.44118], [4.04811, -0.37533, 1.47540], [2.84747, -0.91966, 0.66097], [-1.25991, 2.99931, -1.37156], [-0.36979, 3.07632, -1.68004], [-1.22842, 2.39863, -0.67435], [1.91073, -0.35307, -0.67656], [1.50671, -0.86415, -1.37016], [2.70921, 0.05853, -1.00891], [-1.82922, -0.37590, -1.64474], [-2.38490, -1.13488, -1.53470], [-1.47056, -0.22217, -0.80845], [-2.32048, -1.13735, 1.66851], [-2.37162, -1.82243, 1.01509], [-2.45806, -1.60324, 2.48644]], "lowdin_charge": [-0.0235, 0.0072, -0.0033, -0.0500, 0.0172, -0.0416, -0.0218, 0.0199, -0.0404, -0.0225, 0.0786, 0.0810, -0.0199, 0.0204, -0.0602, -0.0192, 0.0326, 0.0456]}

=====

(2)
{"formula": "C35H67ClNO14S4Si", "method": "wB97M-V/def2-TZVPD", "total_charge": 1, "spin_multiplicity": 1, "homo_ev": -11.3824, "species": ["C", "C", "O", "O", "C", "C", "C", "C", "N", "C", "C", "C", "C", "O", "Si", "C", "C", "C", "O", "C", "C", "C", "O", "Cl", "C", "C", "C", "O", "H", "H", "H", "H", "H", "H", "H", "H", "H", "H", "H", "H", "H", "H", "H", "H", "H", "H", "H", "H", "H", "H", "H", "H", "H", "H", "H", "H", "H", "H", "H", "H", "H", "H", "H", "C", "C", "C", "S", "O", "O", "C", "H", "H", "H", "H", "H", "H", "H", "H", "C", "C", "C", "S", "O", "O", "C", "H", "H", "H", "H", "H", "H", "H", "H", "C", "C", "C", "S", "O", "O", "C", "H", "H", "H", "H", "H", "H", "H", "H", "C", "C", "C", "S", "O", "O", "C", "H", "H", "H", "H", "H", "H", "H", "H"], "positions_angstrom": [[4.96182, 1.18645, 2.22336], [5.93755, 1.29828, 0.86976], [7.20279, 0.85441, 1.02379], [5.42428, 1.85346, -0.42511], [5.72665, 0.93085, -1.53217], [5.26644, 1.45446, -3.01674], [3.72472, 2.00408, -3.11046], [2.60754, 0.79540, -3.38878], [1.92420, 0.50823, -2.03602], [0.71239, 1.40284, -1.79037], [0.35668, 1.30720, -0.16434], [0.83919, 2.73114, 0.48455], [1.18655, 2.69708, 2.08340], [0.20464, 3.35854, 2.95602], [-1.32407, 2.49882, 3.02851], [-2.57076, 2.93335, 1.61830], [-1.18995, 0.58099, 3.09475], [-2.15671, 3.04110, 4.72325], [0.89457, 0.10336, 0.48590], [0.82454, -1.08442, -0.37874], [1.49976, -2.38154, 0.43332], [2.70295, -1.94232, 1.45796], [2.42877, -1.40041, 2.67625], [4.48010, -2.26226, 0.89970], [1.67769, -0.96152, -1.78468], [1.00737, -1.78691, -3.02930], [-0.58861, -1.46440, -3.29288], [-1.48769, -2.47223, -3.11481], [5.25130, 2.04791, 2.98646], [5.08522, 0.16097, 2.77598], [3.83029, 1.34099, 1.96142], [6.91515, 0.83063, -1.57164], [5.31676, -0.14105, -1.29690], [5.41466, 0.57672, -3.78464], [6.01923, 2.31180, -3.35336], [3.47180, 2.65995, -2.17494], [3.68354, 2.72905, -4.04934], [3.26185, -0.14407, -3.71955], [1.85509, 1.11748, -4.22484], [2.64468, 0.81401, -1.31369], [1.05632, 2.51388, -2.05899], [-0.20304, 1.17546, -2.48138], [-0.82853, 1.27225, -0.09740], [1.84428, 3.04242, -0.07657], [0.05200, 3.57221, 0.26093], [2.20397, 3.30839, 2.21501], [1.39474, 1.63767, 2.53304], [-3.19515, 3.90782, 1.79186], [-2.07475, 2.97423, 0.54172], [-3.36000, 2.04299, 1.56229], [-0.10401, 0.14746, 3.06162], [-1.69183, 0.18345, 4.07745], [-1.76121, 0.11993, 2.15337], [-3.27351, 2.69319, 4.75289], [-1.49226, 2.59168, 5.59034], [-2.00884, 4.20940, 4.77133], [-0.30484, -1.36566, -0.51861], [1.81386, -3.19957, -0.36309], [0.64819, -2.86266, 1.09922], [2.74417, -1.44867, -1.57100], [1.05120, -2.94043, -2.72444], [1.57426, -1.70814, -4.04984], [-1.03191, -0.45035, -3.67361], [-5.60818, 4.30162, -1.82589], [-5.08894, 5.52209, -2.58448], [-3.56666, 5.40929, -2.64775], [-3.19216, 3.66341, -2.59033], [-2.48740, 3.38381, -1.35693], [-2.69124, 3.24037, -3.88283], [-4.87597, 3.10623, -2.41720], [-6.69280, 4.19567, -1.92074], [-5.36876, 4.39928, -0.76025], [-5.50137, 5.52245, -3.60077], [-5.39599, 6.45707, -2.10550], [-3.16978, 5.83569, -3.57252], [-3.09380, 5.88591, -1.78466], [-4.91313, 2.22129, -1.77963], [-5.25380, 2.86758, -3.41587], [2.96640, -5.50750, -6.29346], [4.35107, -6.06427, -5.96587], [5.27336, -4.87487, -5.70360], [4.22982, -3.55750, -5.09760], [4.23350, -2.48337, -6.06836], [4.51026, -3.33464, -3.69327], [2.69033, -4.44340, -5.24169], [2.20162, -6.28958, -6.28429], [2.97675, -5.05482, -7.29216], [4.28958, -6.68878, -5.06635], [4.73673, -6.69196, -6.77529], [6.03186, -5.11179, -4.95322], [5.75397, -4.53062, -6.62347], [1.88960, -3.75778, -5.52407], [2.47313, -4.89706, -4.27006], [-1.37127, 0.56104, 10.47574], [-0.14007, 0.57189, 9.57097], [-0.55680, 1.18856, 8.23676], [-1.90765, 2.29978, 8.60014], [-3.10659, 1.78911, 7.96933], [-1.46087, 3.66719, 8.42401], [-1.99195, 1.94387, 10.34422], [-1.11052, 0.33463, 11.51371], [-2.07799, -0.20245, 10.12922], [0.64520, 1.18398, 10.03101], [0.26794, -0.43397, 9.43071], [0.26219, 1.74967, 7.77967], [-0.92141, 0.42802, 7.54083], [-3.02821, 1.98375, 10.68415], [-1.39400, 2.69538, 10.86836], [-4.60774, -5.40413, -1.95761], [-3.55390, -4.60537, -1.19209], [-4.03154, -3.15543, -1.13205], [-5.81576, -3.21383, -1.20124], [-6.24920, -2.59756, -2.43756], [-6.35581, -2.82988, 0.08770], [-5.94849, -4.98238, -1.37516], [-4.44914, -6.48221, -1.86165], [-4.56378, -5.14827, -3.02299], [-3.46062, -5.00544, -0.17514], [-2.56929, -4.67746, -1.66458], [-3.71976, -2.66724, -0.20523], [-3.67759, -2.58148, -1.99285], [-6.79401, -5.23227, -2.01830], [-6.09538, -5.40662, -0.37741]], "lowdin_charge": [-0.0152, -0.2520, -0.0217, -0.1291, -0.1979, -0.1503, -0.1507, -0.0874, -0.1050, -0.0360, -0.2274, -0.0879, -0.2415, -0.2650, 0.4830, -0.2085, -0.1910, -0.1932, -0.1354, -0.1936, -0.0750, -0.5249, -0.0641, 0.5755, -0.1771, -0.0659, -0.0798, -0.0733, 0.1123, 0.0881, 0.0593, 0.1510, 0.1113, 0.1283, 0.1394, 0.1132, 0.1343, 0.1441, 0.1573, 0.1823, 0.1613, 0.1360, 0.1538, 0.1200, 0.1384, 0.1382, 0.1054, 0.0593, -0.0090, 0.0671, 0.0278, 0.0583, 0.0517, 0.0656, 0.0327, 0.0613, 0.1719, 0.1330, 0.1510, 0.1648, 0.1474, 0.1189, 0.1368, -0.2166, -0.2129, -0.2204, 0.6737, -0.3646, -0.3383, -0.2255, 0.1246, 0.1213, 0.1230, 0.1222, 0.1088, 0.1105, 0.1132, 0.1154, -0.2175, -0.2123, -0.2189, 0.6487, -0.3271, -0.3518, -0.2523, 0.1233, 0.1266, 0.1225, 0.1235, 0.1108, 0.1132, 0.1004, 0.1082, -0.2261, -0.2216, -0.2394, 0.6492, -0.3283, -0.3296, -0.2353, 0.1190, 0.1220, 0.1204, 0.1166, 0.1052, 0.1039, 0.1120, 0.1118, -0.2230, -0.2256, -0.2407, 0.6691, -0.3220, -0.3280, -0.2337, 0.1187, 0.1232, 0.1191, 0.1031, 0.1018, 0.0796, 0.1126, 0.1121]}

=====

(3)
{"formula": "C16H38AgClN4O6", "method": "wB97M-V/def2-TZVPD", "total_charge": 0, "spin_multiplicity": 1, "homo_ev": -7.1581, "species": ["Ag", "Cl", "C", "O", "C", "C", "O", "C", "H", "H", "H", "H", "H", "H", "H", "H", "H", "H", "C", "C", "O", "N", "C", "H", "H", "H", "H", "H", "H", "H", "C", "C", "O", "N", "C", "H", "H", "H", "H", "H", "H", "H", "C", "C", "O", "N", "C", "H", "H", "H", "H", "H", "H", "H", "C", "C", "O", "N", "C", "H", "H", "H", "H", "H", "H", "H"], "positions_angstrom": [[0.86673, 0.51766, -0.09024], [2.56862, 2.75134, -0.22901], [-1.45554, 2.62677, 2.28209], [-0.85777, 2.98224, 3.50065], [-1.58793, 3.82885, 4.34287], [-2.67091, 3.09227, 5.16003], [-2.16629, 2.18844, 6.10231], [-1.43750, 1.10457, 5.59913], [-0.70628, 2.01830, 1.77470], [-1.66987, 3.43531, 1.57507], [-2.34907, 2.01878, 2.45143], [-2.07826, 4.64262, 3.79717], [-0.91183, 4.27328, 5.07226], [-3.38727, 2.53987, 4.53532], [-3.23963, 3.90492, 5.61868], [-0.40567, 1.38555, 5.36571], [-1.84615, 0.70590, 4.66300], [-1.38874, 0.30151, 6.33348], [-1.46868, -2.84768, -0.32117], [-1.68718, -1.37135, -0.19770], [-1.20048, -0.71457, 0.72255], [-2.48625, -0.79094, -1.10728], [-2.83306, 0.61780, -1.09541], [-0.40519, -3.07466, -0.40508], [-1.89353, -3.21883, -1.25709], [-1.82151, -3.43397, 0.52440], [-2.79947, -1.30756, -1.90898], [-3.14087, 0.91557, -2.09564], [-2.00013, 1.25545, -0.80907], [-3.66456, 0.79215, -0.40971], [-0.80881, 0.50757, -4.32127], [0.03260, 1.51167, -3.55568], [0.09710, 1.50626, -2.33516], [0.76667, 2.36151, -4.30331], [1.65647, 3.33162, -3.70653], [-1.27496, -0.17325, -3.61501], [-0.21321, -0.07889, -5.02159], [-1.60614, 1.02886, -4.85531], [0.80638, 2.16460, -5.28786], [2.71151, 3.08834, -3.80087], [1.40075, 3.54988, -2.67231], [1.44978, 4.30075, -4.18136], [0.36927, -1.81367, 3.30828], [1.43323, -1.78944, 2.24269], [1.92496, -0.72842, 1.88868], [1.78160, -2.98641, 1.74075], [2.78513, -3.17295, 0.71687], [-0.59325, -2.10413, 2.88530], [0.27320, -0.85508, 3.80989], [0.58324, -2.52148, 4.11772], [1.33012, -3.76348, 2.19052], [2.39699, -3.65182, -0.17867], [3.60407, -3.75410, 1.15037], [3.25212, -2.22323, 0.46698], [3.24800, -0.50290, -2.98199], [2.12631, -1.45265, -2.58958], [1.42318, -1.23673, -1.61513], [2.06228, -2.57649, -3.33209], [1.10950, -3.64521, -3.16336], [3.91081, -0.36695, -2.12706], [2.85676, 0.47955, -3.23710], [3.84644, -0.93339, -3.78437], [2.81684, -2.74424, -3.97091], [0.07060, -3.34547, -3.28774], [1.21217, -4.12207, -2.18735], [1.28256, -4.42777, -3.90088]], "lowdin_charge": [0.6283, -0.4997, -0.1103, -0.1939, -0.2009, -0.2133, -0.1707, -0.1239, 0.0628, 0.0928, 0.0796, 0.1222, 0.1299, 0.1178, 0.1214, 0.0881, 0.0846, 0.0862, 0.0091, -0.5406, -0.0131, 0.0226, -0.0617, 0.0615, 0.0742, 0.0891, 0.1248, 0.0827, 0.0663, 0.0897, 0.0031, -0.5467, -0.0416, 0.0079, -0.0894, 0.0554, 0.0799, 0.0844, 0.1312, 0.0790, 0.0302, 0.0823, -0.0020, -0.5591, -0.0055, 0.0165, -0.0599, 0.0717, 0.0775, 0.0828, 0.1334, 0.0601, 0.0856, 0.0860, 0.0279, -0.5258, -0.0171, 0.0166, -0.0721, 0.0953, 0.0720, 0.0733, 0.1264, 0.0795, 0.0689, 0.0869]}

=====

(4)
{"formula": "C5H10O2", "method": "wB97M-V/def2-TZVPD", "total_charge": 0, "spin_multiplicity": 1, "smiles": "COC[C@H]1C[C@H]1O", "homo_ev": -9.0998, "species": ["C", "O", "C", "C", "C", "C", "O", "H", "H", "H", "H", "H", "H", "H", "H", "H", "H"], "positions_angstrom": [[-1.66636, -1.59879, -0.83538], [-0.91606, -0.69510, -0.05801], [-0.37087, 0.34412, -0.85198], [0.54465, 1.21492, -0.02459], [0.56194, 1.16284, 1.49024], [1.67488, 0.54508, 0.69913], [1.82183, -0.84027, 0.63511], [-2.46981, -1.08187, -1.38231], [-2.11137, -2.32774, -0.15486], [-1.02980, -2.12286, -1.56468], [0.21368, -0.09978, -1.67692], [-1.18656, 0.93443, -1.29906], [0.74688, 2.18301, -0.47926], [0.73344, 2.08683, 2.03748], [-0.12406, 0.46961, 1.97007], [2.64696, 1.02505, 0.67047], [0.92787, -1.21566, 0.66379]], "lowdin_charge": [-0.1021, -0.2178, -0.1976, -0.2037, -0.0475, -0.3322, -0.0094, 0.0914, 0.0919, 0.0946, 0.1338, 0.1273, 0.1372, 0.1018, 0.1091, 0.1434, 0.0797]}

=====

no.,LUMO (eV)
1,0.12
2,-3.29
3,0.07
4,0.95